# 1
{
  "formula": "C48H46AsN2OPPdSi",
  "method": "ωB97M-V/def2-TZVPD",
  "symbols": ["Pd", "O", "C", "C", "C", "C", "C", "C", "C", "P", "C", "C", "C", "C", "C", "C", "C", "C", "C", "C", "C", "C", "H", "H", "H", "H", "H", "H", "H", "H", "H", "H", "H", "H", "H", "H", "N", "C", "N", "C", "C", "C", "C", "C", "C", "H", "H", "H", "H", "H", "H", "C", "Si", "C", "C", "C", "H", "H", "H", "H", "H", "H", "H", "H", "H", "H", "H", "C", "C", "C", "C", "C", "C", "As", "C", "C", "C", "C", "C", "C", "C", "C", "C", "C", "C", "C", "H", "H", "H", "H", "H", "H", "H", "H", "H", "H", "H", "H", "H", "H", "H"],
  "xyz": [[0.31649, -0.01965, 0.04732], [3.21974, 0.56604, 0.48935], [2.19234, 0.61484, -0.19137], [2.18223, 1.51875, -1.41287], [3.13765, 1.42551, -2.42020], [2.96889, 2.12171, -3.61493], [1.88721, 2.97724, -3.77568], [0.97767, 3.13808, -2.72856], [1.09884, 2.38942, -1.56602], [-0.05843, 2.54459, -0.10143], [0.29917, 4.40788, -0.02783], [1.49835, 4.73053, 0.62435], [1.90501, 6.04581, 0.79496], [1.10778, 7.09063, 0.33541], [-0.08625, 6.79314, -0.30376], [-0.48446, 5.46794, -0.48460], [-1.72831, 2.59514, -0.87544], [-2.76298, 3.25230, -0.21212], [-4.06960, 3.19960, -0.68811], [-4.36230, 2.47071, -1.83283], [-3.34410, 1.78993, -2.48895], [-2.04119, 1.84908, -2.01395], [3.99907, 0.78268, -2.26552], [3.68922, 2.00236, -4.41908], [1.75030, 3.52067, -4.70448], [0.16014, 3.84639, -2.82846], [2.12316, 3.91775, 0.98925], [2.84399, 6.26020, 1.29265], [1.41681, 8.12092, 0.47369], [-0.71267, 7.59786, -0.67563], [-1.41124, 5.26327, -1.00801], [-2.54743, 3.79567, 0.70308], [-4.85997, 3.71514, -0.15444], [-5.38178, 2.40773, -2.19526], [-3.57376, 1.18320, -3.35657], [-1.26352, 1.27464, -2.49306], [-3.56507, -0.74341, 1.84777], [-2.26539, -0.04062, 1.66967], [-1.83984, -0.33880, 0.30801], [-2.75638, -1.14630, -0.24680], [-2.77101, -1.74725, -1.51583], [-3.88851, -2.51403, -1.89790], [-4.96530, -2.70884, -1.05042], [-4.94394, -2.13552, 0.24974], [-3.85904, -1.38938, 0.62705], [-4.30759, -0.18816, 2.23585], [-2.40236, 1.04752, 1.79682], [-1.94336, -1.57719, -2.19293], [-3.90962, -2.96312, -2.88742], [-5.81465, -3.30229, -1.36848], [-5.77629, -2.29433, 0.92995], [-0.52859, -1.21510, 5.53792], [-1.04940, 0.16031, 4.36975], [-2.66904, 0.87310, 5.00851], [0.25139, 1.50488, 4.39867], [-1.17295, -0.51660, 2.64742], [-0.50554, -0.88863, 6.58582], [0.47221, -1.57662, 5.26959], [-1.21949, -2.06216, 5.45451], [-2.57059, 1.22126, 6.04487], [-3.46044, 0.11400, 4.97138], [-2.98722, 1.72327, 4.39049], [0.48958, 1.85797, 5.40924], [-0.08014, 2.36116, 3.79774], [1.17040, 1.13207, 3.93029], [-0.25540, -0.22944, 2.08381], [-1.20250, -1.60804, 2.64388], [-0.96979, -7.35448, 0.53443], [0.27627, -6.95119, 0.99836], [0.74758, -5.66619, 0.73048], [-0.00106, -4.75395, -0.01744], [-1.27773, -5.16244, -0.42044], [-1.75058, -6.44604, -0.17215], [0.40488, -2.73773, -0.15376], [2.22777, -2.90124, 0.58427], [3.19389, -3.73630, 0.01861], [4.45983, -3.85304, 0.57986], [4.77915, -3.13802, 1.73026], [3.82532, -2.30971, 2.30447], [2.56437, -2.19161, 1.73063], [0.90163, -2.75661, -2.07196], [0.10118, -3.39099, -3.02123], [0.41288, -3.34235, -4.37664], [1.53693, -2.65153, -4.80994], [2.33634, -2.00217, -3.87556], [2.01784, -2.05062, -2.52420], [-1.33749, -8.35418, 0.73932], [0.88558, -7.63722, 1.57933], [1.72272, -5.38170, 1.10774], [-1.94057, -4.44592, -0.89670], [-2.74312, -6.72952, -0.50770], [2.94753, -4.30780, -0.86802], [5.19705, -4.50270, 0.11918], [5.76970, -3.21505, 2.16387], [4.06935, -1.72730, 3.18530], [1.84267, -1.51135, 2.16165], [-0.78570, -3.92490, -2.70936], [-0.23015, -3.84143, -5.09230], [1.78078, -2.60613, -5.86483], [3.20404, -1.44005, -4.20130], [2.62923, -1.51582, -1.81050]],
  "lowdin_charge": [0.3807, -0.0871, -0.4959, -0.2567, -0.0683, -0.1162, -0.1134, -0.1030, -0.3375, 1.0387, -0.3452, -0.1094, -0.1101, -0.1326, -0.1147, -0.1100, -0.3925, -0.1447, -0.1087, -0.1113, -0.0901, -0.1006, 0.1036, 0.0845, 0.0827, 0.0996, 0.1022, 0.0897, 0.0826, 0.0870, 0.0875, 0.0998, 0.0871, 0.0873, 0.0972, 0.0970, 0.0775, -0.4190, -0.0610, -0.3149, -0.0861, -0.1671, -0.1724, -0.0758, -0.2250, 0.1056, 0.1124, 0.0789, 0.0803, 0.0626, 0.0844, -0.1959, 0.4632, -0.1969, -0.1846, -0.2356, 0.0176, 0.0250, 0.0259, 0.0173, 0.0219, 0.0231, 0.0190, 0.0263, 0.0307, 0.0089, 0.0776, -0.1331, -0.1181, -0.1176, -0.3261, -0.1344, -0.1085, 1.3068, -0.4025, -0.1436, -0.1066, -0.1151, -0.0949, -0.1268, -0.3714, -0.1233, -0.1094, -0.1210, -0.0962, -0.1205, 0.0822, 0.0861, 0.0782, 0.0740, 0.0915, 0.1036, 0.0879, 0.0849, 0.0961, 0.0752, 0.0763, 0.0882, 0.0845, 0.0916, 0.0793],
  "spin_multiplicity": 1,
  "orbital_gap_ev": 4.3,
  "total_charge": -2,
  "lumo_energy_ev": 4.50
}



# 2
{
  "formula": "C48H46N4O3PtTe",
  "method": "ωB97M-V/def2-TZVPD",
  "symbols": ["Pt", "C", "O", "C", "N", "C", "C", "C", "C", "C", "C", "C", "C", "C", "C", "C", "C", "N", "C", "N", "C", "C", "O", "C", "C", "C", "C", "C", "C", "H", "H", "H", "H", "H", "H", "H", "H", "H", "H", "H", "H", "H", "H", "H", "H", "H", "H", "H", "C", "C", "C", "C", "C", "C", "Te", "N", "C", "O", "C", "C", "C", "C", "C", "C", "C", "C", "C", "C", "C", "C", "C", "C", "C", "C", "C", "C", "H", "H", "H", "H", "H", "H", "H", "H", "H", "H", "H", "H", "H", "H", "H", "H", "H", "H", "H", "H", "H", "H", "H", "H", "H", "H", "H"],
  "xyz": [[-1.67062, -1.36385, -1.41668], [-2.43194, 0.38245, -5.45141], [-3.43688, -0.62660, -5.10249], [-3.16834, -1.00234, -3.88998], [-2.21852, -0.41803, -3.23926], [-1.58237, 0.54756, -4.16445], [-0.11663, 0.27369, -4.39117], [0.61753, 1.22054, -5.10119], [1.96480, 1.02440, -5.34641], [2.59434, -0.13015, -4.89628], [1.87005, -1.07713, -4.19020], [0.51857, -0.87398, -3.94046], [-3.82408, -2.16900, -3.28249], [-4.98594, -2.81437, -3.66788], [-5.37428, -3.94100, -2.94772], [-4.60930, -4.38642, -1.87257], [-3.47145, -3.67022, -1.54933], [-3.09178, -2.59849, -2.25275], [-2.52555, -3.88891, -0.44766], [-1.62016, -2.99705, -0.21825], [-0.89510, -3.38874, 1.00850], [-1.39988, -4.83646, 1.19985], [-2.57188, -4.93656, 0.31592], [0.60468, -3.26857, 0.94777], [1.31766, -3.69230, 2.06842], [2.70170, -3.64625, 2.08155], [3.39068, -3.16509, 0.97602], [2.68494, -2.71993, -0.13328], [1.29856, -2.77031, -0.14759], [-2.95863, 1.28123, -5.76196], [-1.85791, -0.02303, -6.28322], [-1.71061, 1.54663, -3.74485], [0.13315, 2.11701, -5.47002], [2.52592, 1.77205, -5.88839], [3.64187, -0.29262, -5.10517], [2.34868, -1.98674, -3.85527], [-0.03649, -1.65452, -3.41736], [-5.56335, -2.44420, -4.50251], [-6.27811, -4.46832, -3.21963], [-4.88671, -5.25668, -1.29508], [-1.26300, -2.75072, 1.81118], [-1.73378, -5.06499, 2.20682], [-0.67472, -5.57657, 0.86181], [0.79159, -4.07603, 2.93513], [3.24262, -3.99640, 2.94912], [4.47131, -3.14870, 0.97584], [3.21714, -2.34649, -0.99733], [0.76724, -2.43266, -1.03490], [6.64315, 1.25247, 3.02127], [5.21096, 1.23215, 2.60424], [4.84347, 1.47401, 1.28368], [3.53132, 1.37428, 0.86458], [3.19387, 1.58498, -0.57479], [2.54763, 1.11048, 1.84212], [0.48879, 0.95894, 1.39527], [-0.95259, -0.45428, 0.30123], [-2.12120, -0.53079, 0.92863], [-3.11701, -0.76713, 0.13192], [-2.37900, -0.48714, 2.37516], [-1.42308, -0.87001, 3.32015], [-1.76233, -0.94039, 4.65973], [-3.05874, -0.64593, 5.06570], [-4.01639, -0.27711, 4.13009], [-3.68119, -0.20471, 2.78914], [0.00417, 2.86432, 0.69168], [-0.12865, 3.16078, -0.64959], [0.09011, 2.16100, -1.73464], [-0.49834, 4.46180, -0.98616], [-0.77927, 5.41732, -0.02111], [-1.19472, 6.80613, -0.39607], [-0.67311, 5.05162, 1.32384], [-0.27563, 3.78215, 1.71270], [-0.15867, 3.44213, 3.17373], [2.88570, 0.78619, 3.18158], [1.91700, 0.39713, 4.26768], [4.22173, 0.91829, 3.52917], [7.31665, 1.35746, 2.17495], [6.89508, 0.34694, 3.57285], [6.81580, 2.08729, 3.70379], [5.61558, 1.70793, 0.56236], [4.09728, 1.59651, -1.18095], [2.68663, 2.54415, -0.70785], [2.55315, 0.78750, -0.95875], [-0.43640, -1.20067, 3.00504], [-1.02722, -1.25724, 5.38597], [-3.32631, -0.72401, 6.11017], [-5.02703, -0.06298, 4.44506], [-4.42390, 0.06984, 2.05310], [0.70124, 1.31031, -1.42681], [0.55594, 2.61156, -2.60925], [-0.87889, 1.74893, -2.04211], [-0.56479, 4.73193, -2.03236], [-1.20074, 6.94910, -1.47363], [-0.52117, 7.53953, 0.04652], [-2.19187, 7.02128, -0.01140], [-0.90562, 5.77969, 2.09107], [-0.46045, 4.28794, 3.78652], [0.87346, 3.19718, 3.44332], [-0.79824, 2.59675, 3.44790], [0.89151, 0.26807, 3.93212], [1.91245, 1.15850, 5.04876], [2.23860, -0.53742, 4.72716], [4.50628, 0.76014, 4.56274]],
  "lowdin_charge": [1.4295, 0.0155, 0.1105, -0.2985, 0.0029, -0.2235, -0.2210, -0.0351, -0.0397, -0.0501, -0.0605, -0.0617, -0.1177, 0.0886, 0.0485, 0.0884, -0.1179, 0.0192, -0.2789, -0.0059, -0.2079, 0.0211, 0.1181, -0.2014, -0.0286, -0.0455, -0.0518, -0.0610, -0.0597, 0.1484, 0.1506, 0.1385, 0.1322, 0.1215, 0.1185, 0.1106, 0.0718, 0.1494, 0.1433, 0.1495, 0.1202, 0.1502, 0.1541, 0.1287, 0.1199, 0.1183, 0.1087, 0.0669, -0.0120, -0.2122, 0.0235, -0.2765, -0.0415, -0.3098, 1.9828, -0.2504, -0.6026, -0.0520, -0.2042, -0.1234, -0.0442, -0.0257, -0.0278, 0.0062, -0.3434, -0.2944, -0.0723, 0.0170, -0.2236, -0.0203, 0.0242, -0.2886, -0.0607, -0.2818, -0.0595, 0.0137, 0.0902, 0.1002, 0.1071, 0.1341, 0.0988, 0.0967, 0.0574, 0.0684, 0.1199, 0.1248, 0.1236, 0.1275, 0.0253, 0.1009, 0.0628, 0.1297, 0.0851, 0.0989, 0.0987, 0.1376, 0.0971, 0.0806, 0.0715, -0.0066, 0.1068, 0.1018, 0.1443],
  "spin_multiplicity": 2,
  "orbital_gap_ev": [6.0, 5.6],
  "total_charge": 3,
  "lumo_energy_ev": [-9.77, -10.16]
}



| no. | molecular weight (g/mol) |
| --- | --- |
| 1 | 907.311 |
| 2 | 1049.599 |